# 1
This record from OMol25 describes the molecule C5H11N at a distorted geometry. The level of theory is ωB97M-V with the def2-TZVPD basis set.

The geometry in XYZ format:
```
17
Properties=species:S:1:pos:R:3:mulliken_charge:R:1
C 0.061 1.474 -0.381 -1.867
C 0.401 0.027 -0.011 1.859
C 1.241 -0.093 1.227 -1.596
C -0.937 -0.744 0.072 -0.339
C -2.173 -0.154 0.207 -0.778
H 0.962 2.104 -0.480 0.367
H -0.442 1.464 -1.335 0.437
H -0.523 1.979 0.394 0.370
H 1.271 -1.137 1.600 0.360
H 0.950 0.580 2.104 0.306
H 2.311 0.120 0.968 0.403
H 1.491 -1.514 -0.768 0.274
H 0.541 -0.692 -1.881 0.277
H -0.891 -1.888 0.000 0.203
H -2.316 0.936 0.225 0.188
H -3.073 -0.738 0.147 0.292
N 1.166 -0.610 -1.093 -0.757
```

Highest occupied orbital energy in eV: -9.1
SMILES string: C=CC(C)(C)N
Total charge: 0
Gap between HOMO and LUMO in eV: 10.16
LUMO energy in eV: 1.0


# 2
This record from OMol25 describes the molecule C5H11N at a distorted geometry. The level of theory is ωB97M-V with the def2-TZVPD basis set.

The geometry in XYZ format:
```
17
Properties=species:S:1:pos:R:3:mulliken_charge:R:1
C 0.717 -1.122 -0.698 -0.374
C 1.009 0.067 0.114 -0.686
C -0.109 0.599 0.966 -0.586
C -1.602 1.613 -0.922 -0.609
C -1.145 1.576 0.343 -0.165
N 0.302 -2.190 0.307 -0.610
H 1.607 -1.280 -1.257 0.298
H -0.151 -1.053 -1.341 0.229
H 1.838 -0.276 0.817 0.337
H 1.449 0.878 -0.552 0.310
H 0.433 1.171 1.716 0.306
H -0.666 -0.184 1.407 0.414
H -2.199 2.448 -1.387 0.257
H -1.598 0.625 -1.502 0.121
H -1.298 2.384 1.054 0.296
H 0.461 -3.117 -0.158 0.251
H 0.951 -2.137 1.091 0.211
```

Highest occupied orbital energy in eV: -9.4
SMILES string: C=CCCCN
Total charge: 0
Gap between HOMO and LUMO in eV: 10.57
LUMO energy in eV: 1.2


# 3
This record from OMol25 describes the molecule C5H11N. The level of theory is ωB97M-V with the def2-TZVPD basis set.

The geometry in XYZ format:
```
17
Properties=species:S:1:pos:R:3:mulliken_charge:R:1
C -1.618 -0.842 0.559 -1.427
C -0.553 0.173 0.154 0.654
C -0.978 0.936 -1.098 -1.390
N 0.684 -0.533 -0.159 -0.330
C 1.877 0.263 -0.341 -0.403
C 1.728 -0.612 0.849 -0.452
H -1.681 -1.618 -0.212 0.354
H -1.374 -1.327 1.510 0.322
H -2.595 -0.353 0.650 0.385
H -0.402 0.899 0.978 0.225
H -1.075 0.236 -1.935 0.343
H -0.238 1.695 -1.373 0.335
H -1.939 1.438 -0.952 0.406
H 1.802 1.336 -0.156 0.257
H 2.502 -0.030 -1.182 0.237
H 2.271 -1.555 0.901 0.248
H 1.588 -0.105 1.807 0.236
```

Highest occupied orbital energy in eV: -9.1
SMILES string: CC(C)N1CC1
Total charge: 0
Gap between HOMO and LUMO in eV: 10.40
LUMO energy in eV: 1.3


# 4
This record from OMol25 describes the molecule C5H11N at a distorted geometry. The level of theory is ωB97M-V with the def2-TZVPD basis set.

The geometry in XYZ format:
```
17
Properties=species:S:1:pos:R:3:mulliken_charge:R:1
C -0.336 -1.281 -1.075 -1.405
C -1.206 -0.676 0.017 -0.243
C -0.380 0.452 0.468 0.356
C 0.948 0.218 1.112 -0.470
N 1.942 -0.135 0.025 -0.837
C -0.572 1.773 -0.137 -1.082
H -0.242 -2.359 -1.035 0.344
H 1.135 -0.774 -0.702 0.516
H -0.733 -0.934 -2.029 0.262
H -1.358 -1.441 0.783 0.270
H -2.226 -0.359 -0.232 0.360
H 0.887 -0.619 1.800 0.313
H 1.221 1.146 1.617 0.321
H 2.623 -0.736 0.464 0.263
H -1.604 1.977 -0.405 0.337
H -0.025 2.593 0.293 0.344
H -0.074 1.156 -0.963 0.350
```

Highest occupied orbital energy in eV: -6.8
Total charge: 0
Gap between HOMO and LUMO in eV: 6.38
LUMO energy in eV: -0.4


# 5
This record from OMol25 describes the molecule C5H11N at a distorted geometry. The level of theory is ωB97M-V with the def2-TZVPD basis set.

The geometry in XYZ format:
```
17
Properties=species:S:1:pos:R:3:mulliken_charge:R:1
C -2.215 -0.097 -0.584 -1.046
C -1.469 1.055 0.187 -0.401
C -0.312 0.317 1.094 -0.809
C 0.809 -0.391 0.378 -0.624
C 2.072 -0.084 -0.137 0.070
N 2.975 -1.005 -0.615 -0.437
H -3.294 0.062 -0.860 0.326
H -2.285 -0.933 0.118 0.294
H -1.799 -0.357 -1.545 0.275
H -1.425 1.921 -0.426 0.375
H -1.952 1.458 1.002 0.300
H 0.177 1.104 1.760 0.332
H -0.827 -0.208 1.833 0.397
H 0.345 -1.128 -0.288 0.226
H 2.406 0.925 -0.448 0.276
H 3.875 -0.604 -0.994 0.226
H 2.918 -2.036 -0.475 0.221
```

Highest occupied orbital energy in eV: -7.2
SMILES string: CCC/C=C/N
Total charge: 0
Gap between HOMO and LUMO in eV: 8.37
LUMO energy in eV: 1.1


# 6
This record from OMol25 describes the molecule C5H11N at a distorted geometry. The level of theory is ωB97M-V with the def2-TZVPD basis set.

The geometry in XYZ format:
```
17
Properties=species:S:1:pos:R:3:mulliken_charge:R:1
C 0.663 1.958 -0.196 -0.687
C 0.042 -0.200 0.304 0.615
C -1.137 0.083 1.178 -1.432
C -0.096 -1.626 -0.256 -0.456
C 0.703 -2.075 -1.331 -0.730
H -0.225 2.608 0.224 0.214
H 1.424 2.614 -0.837 0.244
H 1.300 1.657 0.781 0.272
H -0.599 0.808 -1.279 0.293
H 0.917 -0.221 1.040 0.225
H -1.241 -0.720 1.922 0.422
H -1.056 1.030 1.679 0.385
H -2.163 0.237 0.588 0.278
H -0.939 -2.271 0.352 0.148
H 1.496 -1.445 -1.887 0.264
H 0.628 -3.172 -1.551 0.262
N 0.285 0.736 -0.732 -0.316
```

Highest occupied orbital energy in eV: -8.8
SMILES string: C=C[C@H](C)NC
Total charge: 0
Gap between HOMO and LUMO in eV: 9.92
LUMO energy in eV: 1.1


# 7
This record from OMol25 describes a structure of composition C5H11N2 at a distorted geometry. The level of theory is ωB97M-V with the def2-TZVPD basis set.

The geometry in XYZ format:
```
18
Properties=species:S:1:pos:R:3:mulliken_charge:R:1
C 0.445 1.020 -0.717 -0.406
C 1.387 -1.987 -0.439 -0.610
C -1.042 0.666 0.631 -0.491
C 1.363 0.914 1.642 -0.904
C -1.264 -0.503 -1.685 -0.579
N 0.386 0.866 0.570 0.354
N -1.042 0.698 -0.881 0.268
H 1.463 -3.017 -0.645 0.385
H 1.584 -1.505 0.519 0.248
H -1.334 -0.311 1.084 0.299
H -1.370 1.466 1.178 0.380
H 1.073 0.251 2.462 0.357
H 2.407 0.755 1.232 0.376
H 1.355 1.921 2.230 0.298
H -2.228 -1.035 -1.596 0.347
H -1.205 -0.315 -2.862 0.306
H -0.422 -1.276 -1.455 0.092
H -1.555 1.391 -1.265 0.281
```

Highest occupied orbital energy (spin up / spin down) in eV: -13.1 / -13.0
Total charge: +1
Gap between HOMO and LUMO (spin up / spin down) in eV: 8.57 / 8.55
LUMO energy (spin up / spin down) in eV: -4.5 / -4.4


# 8
This record from OMol25 describes a cluster of 2 separate species, C5H11N2 in total at a distorted geometry. The level of theory is ωB97M-V with the def2-TZVPD basis set.

The geometry in XYZ format:
```
18
Properties=species:S:1:pos:R:3:mulliken_charge:R:1
C -1.153 -1.117 0.042 0.627
C 1.056 1.849 -1.278 -0.313
C -2.308 -0.552 0.423 -0.939
C 0.984 -2.248 -0.446 -0.676
C 0.528 1.629 1.041 -0.855
N -0.217 -1.800 -0.025 0.135
N 0.401 1.320 -0.375 -0.218
H 1.617 2.699 -1.013 0.200
H 0.842 1.599 -2.272 0.291
H -1.918 0.481 0.560 0.242
H -2.915 -1.099 1.244 0.307
H -3.040 -0.416 -0.294 0.334
H 1.719 -2.253 0.431 0.304
H 0.987 -3.361 -0.719 0.322
H 1.484 -1.757 -1.302 0.326
H 1.435 0.959 1.366 0.274
H -0.390 1.374 1.565 0.274
H 0.888 2.693 1.052 0.364
```

Highest occupied orbital energy in eV: -13.2
Total charge: +1
Gap between HOMO and LUMO in eV: 9.05
LUMO energy in eV: -4.1


# 9
This record from OMol25 describes the ion C5H11N2 with charge +1 at a distorted geometry. The level of theory is ωB97M-V with the def2-TZVPD basis set.

The geometry in XYZ format:
```
18
Properties=species:S:1:pos:R:3:mulliken_charge:R:1
C 0.086 -1.098 0.334 0.487
C 1.459 -0.556 -0.020 -0.605
C 0.430 1.639 0.009 -0.862
C -1.010 -0.097 0.325 -0.101
C -1.968 -0.101 -0.810 -1.111
N -0.006 -2.325 0.556 -0.569
N 1.586 0.855 0.432 -0.088
H 2.231 -1.190 0.418 0.397
H 1.560 -0.592 -1.111 0.309
H 0.379 1.808 -1.054 0.339
H 0.167 2.466 0.644 0.377
H -1.423 0.146 1.296 0.389
H -1.458 -0.027 -1.768 0.323
H -2.684 0.711 -0.716 0.368
H -2.528 -1.040 -0.798 0.337
H -0.925 -2.709 0.748 0.273
H 1.641 0.870 1.458 0.393
H 2.462 1.241 0.057 0.342
```

Highest occupied orbital energy in eV: -13.6
Total charge: +1
Gap between HOMO and LUMO in eV: 9.82
LUMO energy in eV: -3.8


# 10
This record from OMol25 describes the ion C5H11N2O with charge -1 at a distorted geometry. The level of theory is ωB97M-V with the def2-TZVPD basis set.

The geometry in XYZ format:
```
19
Properties=species:S:1:pos:R:3:mulliken_charge:R:1
C -0.086 -2.100 0.653 -0.737
O -0.434 -2.071 1.927 -0.846
C -0.452 -0.791 -0.169 0.410
C 0.080 0.375 0.639 -1.235
C -0.108 1.795 0.027 -0.530
C 1.918 1.687 -1.142 -0.217
N 1.085 2.427 -0.545 -0.510
N -1.902 -0.688 -0.320 -0.726
H -0.541 -2.933 0.024 0.250
H 1.026 -2.254 0.434 0.219
H 0.072 -0.885 -1.128 0.210
H 1.133 0.263 0.869 0.512
H -0.508 0.373 1.536 0.463
H -0.417 2.464 0.832 0.263
H -0.919 1.750 -0.693 0.346
H 2.832 2.139 -1.516 0.287
H 1.736 0.620 -1.286 0.227
H -2.304 -0.619 0.607 0.295
H -2.211 -1.554 -0.750 0.319
```

Highest occupied orbital energy in eV: -2.6
SMILES string: C=NCC[C@H](N)C[O-]
Total charge: -1
Gap between HOMO and LUMO in eV: 6.45
LUMO energy in eV: 3.8


For reference, energy relative to the best compared isomer or geometry (same formula, charge and spin) by record: 22.1 38.5 26.5 128.7 66.4 61.0 207.6 81.0 64.3 14.9 kcal/mol.
For reference, E by record: -6852.5716 -6851.8580 -6852.3798 -6847.9489 -6850.6481 -6850.8825 -8328.1174 -8333.6081 -8334.3297 -10389.8915 eV.